Record 1
{
  "formula": "C6H10",
  "method": "the ωB97M-V functional and the def2-TZVPD basis",
  "species": ["C", "C", "C", "C", "C", "C", "H", "H", "H", "H", "H", "H", "H", "H", "H", "H"],
  "xyz": [[2.745, 0.377, 0.149], [1.477, 0.053, 0.184], [0.230, -0.282, 0.167], [-0.905, -0.739, -0.657], [-1.074, -0.483, 0.831], [-1.896, 0.698, 1.301], [3.063, 1.399, -0.041], [3.521, -0.369, 0.308], [-1.345, -0.021, -1.347], [-0.896, -1.766, -1.015], [-1.153, -1.377, 1.451], [-1.713, 1.571, 0.666], [-2.966, 0.462, 1.261], [-1.645, 0.970, 2.331], [1.529, -0.157, -2.532], [1.029, -0.336, -3.054]],
  "total_energy_ev": -6380.4114,
  "multiplicity": 1,
  "de_lowest_kj_mol": 332.7,
  "lumo_energy_ev": 1.17,
  "gap_ev": 10.3,
  "charge": 0
}



Record 2
{
  "formula": "C6H10",
  "method": "the ωB97M-V functional and the def2-TZVPD basis",
  "species": ["C", "C", "C", "C", "C", "C", "H", "H", "H", "H", "H", "H", "H", "H", "H", "H"],
  "xyz": [[-2.116, -0.565, -0.078], [1.131, -0.419, 1.833], [-1.209, 0.378, -0.112], [1.194, -0.222, 0.539], [-1.340, 1.630, -0.847], [1.986, -0.878, -0.519], [-3.041, -0.208, -0.301], [-1.879, -1.589, 0.285], [2.105, -0.845, 2.317], [0.409, -0.080, 2.478], [-0.634, 1.668, -1.693], [-0.956, 2.504, -0.375], [-2.317, 1.857, -1.169], [2.187, -0.404, -1.503], [2.963, -0.874, -0.160], [1.516, -1.952, -0.694]],
  "total_energy_ev": -6377.9985,
  "multiplicity": 1,
  "de_lowest_kj_mol": 565.5,
  "lumo_energy_ev": [0.42, 0.43],
  "gap_ev": [8.6, 8.5],
  "charge": 0
}



Record 3
{
  "formula": "C6H10",
  "method": "the ωB97M-V functional and the def2-TZVPD basis",
  "species": ["C", "C", "C", "C", "C", "C", "H", "H", "H", "H", "H", "H", "H", "H", "H", "H"],
  "xyz": [[0.234, 1.699, -0.544], [-0.342, 0.628, 0.010], [-1.847, 0.638, 0.168], [0.412, -0.630, 0.228], [0.077, -1.471, 1.202], [1.640, -0.849, -0.614], [1.172, 1.715, -1.079], [-0.282, 2.644, -0.446], [-2.300, 0.389, -0.787], [-2.263, -0.174, 0.767], [-2.136, 1.643, 0.463], [0.599, -2.408, 1.352], [-0.824, -1.312, 1.778], [2.019, -1.860, -0.550], [1.447, -0.528, -1.639], [2.395, -0.121, -0.308]],
  "total_energy_ev": -6382.6994,
  "multiplicity": 1,
  "de_lowest_kj_mol": 111.9,
  "lumo_energy_ev": 1.07,
  "gap_ev": 9.7,
  "charge": 0
}



Record 4
{
  "formula": "C6H10",
  "method": "the ωB97M-V functional and the def2-TZVPD basis",
  "species": ["C", "C", "C", "C", "C", "C", "H", "H", "H", "H", "H", "H", "H", "H", "H", "H"],
  "xyz": [[1.914, -0.251, 0.376], [0.494, -0.006, -0.086], [-0.449, -0.800, -1.004], [-1.679, -0.448, 0.010], [-0.686, 0.359, 0.786], [-0.073, 1.390, -0.099], [2.158, 0.436, 1.200], [2.663, -0.084, -0.410], [2.035, -1.272, 0.750], [-0.408, -0.479, -2.059], [-0.759, -1.802, -0.836], [-2.014, -1.337, 0.596], [-2.579, 0.018, -0.393], [-0.655, 0.422, 1.863], [0.477, 2.164, 0.424], [-0.619, 1.736, -0.980]],
  "total_energy_ev": -6381.7302,
  "multiplicity": 1,
  "de_lowest_kj_mol": 205.4,
  "lumo_energy_ev": 1.17,
  "gap_ev": 10.5,
  "charge": 0
}



Record 5
{
  "formula": "C6H10",
  "method": "the ωB97M-V functional and the def2-TZVPD basis",
  "species": ["C", "C", "C", "C", "C", "C", "H", "H", "H", "H", "H", "H", "H", "H", "H", "H"],
  "xyz": [[-1.533, 0.151, 0.033], [-0.867, -1.203, -0.184], [0.520, -0.728, 0.290], [1.906, -0.151, 0.061], [0.757, 0.522, -0.312], [-0.428, 1.285, 0.065], [-2.430, 0.210, -0.619], [-2.019, 0.363, 1.024], [-1.032, -1.395, -1.279], [-1.323, -1.850, 0.487], [0.233, -0.585, 1.380], [2.684, -0.098, -0.886], [2.262, 0.028, 1.037], [0.699, 0.243, -1.413], [-0.460, 1.514, 1.121], [-0.743, 2.316, -0.581]],
  "total_energy_ev": -6378.8937,
  "multiplicity": 1,
  "de_lowest_kj_mol": 479.1,
  "lumo_energy_ev": 1.21,
  "gap_ev": 10.2,
  "charge": 0
}



Record 6
{
  "formula": "C6H10",
  "method": "the ωB97M-V functional and the def2-TZVPD basis",
  "species": ["C", "C", "C", "C", "C", "C", "H", "H", "H", "H", "H", "H", "H", "H", "H", "H"],
  "xyz": [[0.376, 1.538, -1.002], [0.884, 0.155, -0.690], [0.807, -0.508, 0.644], [-0.458, -0.175, 1.429], [-1.247, -0.811, 0.250], [0.031, -1.060, -0.554], [1.085, 2.295, -0.652], [-0.591, 1.744, -0.531], [0.249, 1.660, -2.082], [1.833, -0.083, -1.167], [1.645, -1.012, 1.095], [-0.546, -0.722, 2.377], [-0.650, 0.895, 1.650], [-1.995, -0.164, -0.201], [-1.688, -1.770, 0.531], [0.265, -1.982, -1.098]],
  "total_energy_ev": -6382.4450,
  "multiplicity": 1,
  "de_lowest_kj_mol": 136.5,
  "lumo_energy_ev": 1.21,
  "gap_ev": 10.4,
  "charge": 0
}



Record 7
{
  "formula": "C6H10",
  "method": "the ωB97M-V functional and the def2-TZVPD basis",
  "species": ["C", "C", "C", "C", "C", "C", "H", "H", "H", "H", "H", "H", "H", "H", "H", "H"],
  "xyz": [[0.035, 2.227, 0.477], [0.744, 1.128, 0.724], [0.939, 0.081, -0.322], [-0.151, -0.076, -1.349], [0.137, -1.199, -0.401], [-0.839, -1.616, 0.671], [-0.129, 3.010, 1.210], [-0.400, 2.376, -0.508], [1.233, 0.998, 1.691], [1.971, -0.031, -0.651], [0.092, -0.166, -2.401], [-1.061, 0.484, -1.149], [0.687, -2.025, -0.848], [-0.344, -2.273, 1.395], [-1.684, -2.166, 0.242], [-1.230, -0.752, 1.219]],
  "total_energy_ev": -6382.6691,
  "multiplicity": 1,
  "de_lowest_kj_mol": 114.9,
  "lumo_energy_ev": 1.25,
  "gap_ev": 10.6,
  "charge": 0
}



Record 8
{
  "formula": "C6H10",
  "method": "the ωB97M-V functional and the def2-TZVPD basis",
  "species": ["C", "C", "C", "C", "C", "C", "H", "H", "H", "H", "H", "H", "H", "H", "H", "H"],
  "xyz": [[-1.332, -0.690, 0.936], [-0.210, -0.069, 0.119], [-0.228, 0.139, -1.400], [1.027, 1.014, -1.087], [0.285, 1.376, 0.238], [1.198, -0.707, 0.160], [-1.518, -1.726, 0.629], [-2.267, -0.129, 0.809], [-1.087, -0.696, 2.006], [-0.113, -0.742, -2.042], [-1.023, 0.787, -1.782], [1.865, -0.025, -0.565], [0.877, 1.646, 1.121], [-0.457, 2.153, 0.027], [1.270, -1.701, -0.292], [1.713, -0.631, 1.122]],
  "total_energy_ev": -6379.1549,
  "multiplicity": 1,
  "de_lowest_kj_mol": 453.9,
  "lumo_energy_ev": 0.83,
  "gap_ev": 8.8,
  "charge": 0
}



Record 9
{
  "formula": "C6H10",
  "method": "the ωB97M-V functional and the def2-TZVPD basis",
  "species": ["C", "C", "C", "C", "C", "C", "H", "H", "H", "H", "H", "H", "H", "H", "H", "H"],
  "xyz": [[-1.988, 2.180, -1.867], [-1.285, 1.213, -1.717], [-0.417, 0.056, -1.479], [-0.371, -0.382, 0.008], [1.049, -0.401, 0.572], [1.099, -0.835, 2.035], [-2.627, 3.021, -2.014], [0.590, 0.316, -1.827], [-0.738, -0.776, -2.118], [-0.814, -1.380, 0.114], [-0.981, 0.298, 0.615], [1.480, 0.604, 0.469], [1.671, -1.071, -0.038], [0.500, -0.168, 2.667], [2.125, -0.825, 2.418], [0.706, -1.851, 2.163]],
  "total_energy_ev": -6382.3170,
  "multiplicity": 1,
  "de_lowest_kj_mol": 148.8,
  "lumo_energy_ev": 1.15,
  "gap_ev": 11.0,
  "charge": 0
}



Record 10
{
  "formula": "C6H10",
  "method": "the ωB97M-V functional and the def2-TZVPD basis",
  "species": ["C", "C", "C", "C", "C", "C", "H", "H", "H", "H", "H", "H", "H", "H", "H", "H"],
  "xyz": [[3.114, -0.929, 0.775], [2.313, -0.294, 0.137], [1.370, 0.574, -0.587], [-0.016, 0.690, 0.083], [-1.032, -0.332, -0.430], [-2.377, -0.223, 0.287], [3.833, -1.470, 1.350], [1.250, 0.221, -1.621], [1.836, 1.568, -0.659], [-0.413, 1.698, -0.097], [0.104, 0.592, 1.168], [-0.629, -1.348, -0.319], [-1.181, -0.174, -1.508], [-2.283, -0.487, 1.347], [-3.125, -0.887, -0.159], [-2.767, 0.801, 0.233]],
  "total_energy_ev": -6382.3691,
  "multiplicity": 1,
  "de_lowest_kj_mol": 143.8,
  "lumo_energy_ev": 1.15,
  "gap_ev": 11.0,
  "charge": 0
}



Record 11
{
  "formula": "C6H10",
  "method": "the ωB97M-V functional and the def2-TZVPD basis",
  "species": ["C", "C", "C", "C", "C", "C", "H", "H", "H", "H", "H", "H", "H", "H", "H", "H"],
  "xyz": [[-0.906, -1.030, 0.343], [-1.597, 0.282, 0.732], [0.022, 0.401, -1.501], [1.111, 1.158, -0.756], [1.523, -0.074, 0.074], [0.309, -0.783, -0.572], [-0.579, -1.581, 1.234], [-1.620, -1.668, -0.189], [-2.551, 0.109, 1.236], [-0.969, 0.895, 1.392], [-1.803, 0.864, -0.176], [1.844, 1.596, -1.446], [0.695, 2.001, -0.184], [1.499, 0.026, 1.165], [2.491, -0.496, -0.214], [0.531, -1.699, -1.136]],
  "total_energy_ev": -6379.7000,
  "multiplicity": 1,
  "de_lowest_kj_mol": 401.3,
  "lumo_energy_ev": 0.08,
  "gap_ev": 8.3,
  "charge": 0
}



Record 12
{
  "formula": "C6H10AgClCuO6S",
  "method": "the ωB97M-V functional and the def2-TZVPD basis",
  "species": ["Ag", "Cu", "Cl", "O", "C", "O", "C", "C", "C", "H", "H", "H", "H", "H", "H", "C", "C", "O", "S", "O", "O", "O", "H", "H", "H", "H"],
  "xyz": [[3.621, 0.611, 0.527], [2.823, -1.015, 2.605], [1.693, -0.083, 0.951], [-2.577, -1.658, 1.939], [-1.560, -1.935, 1.261], [-0.699, -2.934, 1.557], [0.435, -2.823, 0.714], [-0.034, -1.923, -0.434], [-1.191, -1.194, 0.023], [0.689, -3.775, 0.248], [1.279, -2.280, 1.138], [-0.358, -2.578, -1.243], [0.803, -1.350, -0.832], [-2.051, -1.277, -0.641], [-1.148, -0.111, 0.136], [0.685, 2.562, -0.016], [-0.817, 2.134, 0.203], [-1.458, 2.179, -1.026], [-0.310, 2.102, -2.287], [-0.638, 2.909, -3.401], [-0.029, 0.662, -2.419], [0.812, 2.933, -1.390], [1.350, 1.723, 0.189], [0.938, 3.301, 0.745], [-1.390, 2.725, 0.918], [-0.867, 1.097, 0.535]],
  "total_energy_ev": -90641.7206,
  "multiplicity": 2,
  "de_lowest_kj_mol": 0.0,
  "lumo_energy_ev": [-9.15, -12.07],
  "gap_ev": [7.7, 4.7],
  "charge": 2
}



Record 13
{
  "formula": "C6H10AgClO6S",
  "method": "the ωB97M-V functional and the def2-TZVPD basis",
  "species": ["Ag", "Cl", "O", "C", "O", "C", "C", "C", "H", "H", "H", "H", "H", "H", "C", "C", "O", "S", "O", "O", "O", "H", "H", "H", "H"],
  "xyz": [[-3.444, -0.533, -0.964], [-1.725, 0.516, -1.300], [-2.949, -1.876, -0.252], [-1.853, -1.903, 0.279], [-1.349, -3.127, 0.546], [-0.076, -3.095, 1.192], [0.269, -1.623, 1.329], [-0.947, -0.853, 0.873], [0.698, -3.597, 0.610], [-0.223, -3.650, 2.118], [1.158, -1.382, 0.745], [0.444, -1.578, 2.404], [-0.746, -0.064, 0.148], [-1.565, -0.350, 1.616], [0.083, 2.238, -1.335], [0.678, 1.100, -0.509], [1.889, 1.627, 0.077], [2.426, 2.944, -0.720], [3.788, 2.671, -1.134], [2.110, 4.157, -0.006], [1.285, 2.672, -1.893], [-0.519, 2.980, -0.811], [-0.490, 1.739, -2.117], [1.084, 0.292, -1.118], [-0.025, 0.697, 0.219]],
  "total_energy_ev": -46008.6592,
  "multiplicity": 2,
  "de_lowest_kj_mol": 423.5,
  "lumo_energy_ev": [-4.93, -7.47],
  "gap_ev": [8.9, 6.4],
  "charge": 1
}